ORCA calculation (the ωB97M-V functional and the def2-TZVPD basis) on a molecular structure, C34H21AsBrClINO3Os.

Results
total charge: +2
E_tot: -197187.2895 eV
energy relative to the best compared isomer or geometry (same formula, charge and spin): 0.0 kcal per mole
maximum force: 0.80 eV Å⁻¹
highest occupied orbital energy (alpha / beta): -13.39 / -13.54 eV
orbital gap (alpha / beta): 6.54 / 4.58 eV
expectation value of S²: 6.042
E_LUMO (alpha / beta): -6.842 / -8.960 eV
spin multiplicity: 5

Last column: natural (NBO) charge in e.
Cartesian coordinates (Å):
1 Os -1.29514 -0.22239 -0.15602  1.4167
2 Cl -5.59276 0.83900 -5.37989  0.1691
3 C -4.52292 0.13023 -4.27393  0.0676
4 C -4.40871 -1.24718 -4.22218  -0.2501
5 C -3.53514 -1.88382 -3.34707  -0.1872
6 I -3.36038 -3.91310 -3.30773  0.4018
7 C -2.72306 -1.10486 -2.46623  0.3924
8 O -1.88626 -1.59634 -1.65188  -0.5734
9 C -2.89529 0.34351 -2.49633  0.1940
10 N -2.16507 1.03614 -1.58432  -0.4962
11 C -2.25882 2.36034 -1.54215  0.1112
12 C -3.07136 3.06529 -2.43174  -0.2076
13 C -3.82589 2.37798 -3.35349  -0.0733
14 C -3.75640 0.97357 -3.39139  -0.1312
15 H -5.02056 -1.83617 -4.89229  0.2733
16 H -1.67848 2.85259 -0.77205  0.2470
17 H -3.11231 4.14305 -2.37107  0.2642
18 H -4.47670 2.90594 -4.03645  0.2649
19 C 4.48411 -0.53049 -4.47345  -0.1684
20 C 4.41215 0.55231 -3.60841  -0.1767
21 C 3.43981 0.59232 -2.62080  -0.2454
22 C 2.54269 -0.46526 -2.51337  -0.2271
23 C 2.59987 -1.54815 -3.38657  -0.2419
24 C 3.58208 -1.57974 -4.36331  -0.1897
25 As 1.22254 -0.48070 -1.11426  0.9735
26 C 1.81170 -1.44017 0.45327  -0.3484
27 C 1.95636 -2.81118 0.58523  -0.1852
28 C 2.30923 -3.32926 1.82468  -0.1858
29 C 2.48952 -2.48233 2.91111  -0.1730
30 C 2.32672 -1.11124 2.77982  -0.2005
31 C 1.98859 -0.57625 1.54193  0.0058
32 C 1.75914 0.84915 1.25623  -0.0895
33 C 1.87483 1.89541 2.16431  -0.1324
34 C 1.62079 3.19431 1.75319  -0.1717
35 C 1.25416 3.47407 0.43945  -0.2099
36 C 1.12456 2.44036 -0.47560  -0.2274
37 C 1.37069 1.13273 -0.06290  -0.3550
38 H 5.24817 -0.55794 -5.23842  0.2383
39 H 5.11899 1.36554 -3.69865  0.2362
40 H 3.39860 1.43116 -1.93665  0.2283
41 H 1.89105 -2.36491 -3.30970  0.2200
42 H 3.64269 -2.42035 -5.04052  0.2365
43 H 1.80479 -3.47639 -0.25528  0.2269
44 H 2.44324 -4.39538 1.94435  0.2372
45 H 2.76458 -2.89678 3.87144  0.2361
46 H 2.47204 -0.46983 3.63887  0.2266
47 H 2.17538 1.70843 3.18637  0.2242
48 H 1.72527 4.00574 2.46072  0.2387
49 H 1.08996 4.49836 0.13344  0.2355
50 H 0.86613 2.65260 -1.50759  0.2217
51 Br -1.41885 2.23014 6.87376  0.1266
52 C -1.39924 0.65746 5.84366  -0.1069
53 C -1.36036 -0.58522 6.47237  -0.1592
54 C -1.33849 -1.75373 5.72336  -0.2007
55 C -1.35290 -1.69439 4.34133  -0.1435
56 C -1.39664 -0.44435 3.72191  -0.1557
57 C -1.42115 0.73777 4.46411  -0.1769
58 C -1.38059 -0.35742 2.28138  0.7790
59 O -1.42057 0.74880 1.62599  -0.6437
60 O -1.29580 -1.37814 1.49762  -0.6390
61 H -1.34755 -0.63493 7.55269  0.2493
62 H -1.31016 -2.70898 6.22787  0.2427
63 H -1.32986 -2.59487 3.74323  0.2411
64 H -1.45296 1.69795 3.96798  0.2465